No. 1
Density functional theory data (wB97M-V/def2-TZVPD) for 2 unconnected molecules or ions with the total composition C4H11NO at a distorted geometry.

Each line ends with the natural charge from an NBO analysis.
Cartesian coordinates (Å):
1 C -0.27 0.87 -1.66  -0.654
2 N -0.01 1.14 1.12  -0.879
3 C -0.58 -0.07 0.67  0.146
4 C -0.49 -0.19 -0.63  -0.243
5 C -0.88 -1.03 1.74  -0.664
6 H -0.24 0.45 -2.60  0.211
7 H -1.10 1.44 -1.76  0.213
8 H 0.62 1.45 -1.29  0.217
9 H -0.23 2.05 0.80  0.391
10 H 0.45 1.11 2.08  0.379
11 H -0.70 -1.13 -1.20  0.195
12 H -1.74 -1.75 1.46  0.233
13 H -1.43 -0.63 2.59  0.227
14 H -0.06 -1.55 2.17  0.224
15 H 1.98 -0.73 -0.41  0.482
16 H 2.15 -0.61 -1.94  0.465
17 O 2.51 -0.84 -1.17  -0.943

Values from the calculation:
SMILES = C/C=C(/C)N.O
E_LUMO = 0.033 Eh
HOMO energy = -0.298 Ha
Relative energy (zero: lowest compared OMol25 entry of this formula, charge and spin) = 240.48 kJ/mol
Max |F| = 5.44 eV Å⁻¹
Energy = -7862.061 eV

---

No. 2
Density functional theory data (wB97M-V/def2-TZVPD) for a molecular structure, CHClN2 at a distorted geometry.

Each line ends with the natural charge from an NBO analysis.
Cartesian coordinates (Å):
1 C -0.29 -0.57 0.01  0.120
2 N 0.03 -1.81 0.63  -0.024
3 N -0.02 -1.80 -0.60  -0.032
4 Cl -2.50 -0.23 -0.05  -0.312
5 H 0.23 0.41 -0.03  0.247

Values from the calculation:
E_LUMO = -0.022 Eh
HOMO energy = -0.398 Ha
Relative energy (zero: lowest compared OMol25 entry of this formula, charge and spin) = 126.80 kJ/mol
Max |F| = 3.37 eV Å⁻¹
Energy = -16552.232 eV

---

No. 3
Density functional theory data (wB97M-V/def2-TZVPD) for a molecular structure, C30H41F15GeN8O4RbTe.

Each line ends with the Löwdin spin population.
Cartesian coordinates (Å):
1 Rb -0.66 0.95 -0.59  -0.001
2 C 2.52 -0.35 4.10  0.000
3 N 1.94 -0.27 2.78  0.000
4 C 0.74 0.57 2.76  0.010
5 C 1.08 2.04 2.51  0.015
6 N 1.67 2.20 1.20  0.147
7 C 2.94 2.44 1.06  0.006
8 C 3.99 2.60 2.02  0.048
9 F 3.75 2.40 3.34  0.012
10 C 5.27 3.03 1.70  -0.004
11 F 6.17 3.20 2.69  -0.003
12 C 5.65 3.29 0.40  0.036
13 F 6.91 3.68 0.10  0.003
14 C 4.70 3.06 -0.59  -0.011
15 F 5.06 3.24 -1.88  -0.005
16 C 3.44 2.63 -0.28  0.036
17 F 2.59 2.42 -1.31  0.006
18 C 1.83 -1.56 2.12  0.014
19 C 3.17 -1.99 1.52  0.030
20 N 3.42 -1.26 0.31  0.286
21 C 4.52 -0.56 0.14  0.011
22 C 5.49 -0.19 1.12  0.081
23 F 5.32 -0.52 2.41  0.019
24 C 6.63 0.50 0.79  -0.015
25 F 7.53 0.81 1.74  -0.012
26 C 6.88 0.88 -0.53  0.128
27 F 8.01 1.52 -0.84  0.038
28 C 5.95 0.57 -1.52  -0.015
29 F 6.21 0.91 -2.78  -0.013
30 C 4.80 -0.10 -1.19  0.110
31 F 3.94 -0.38 -2.16  0.029
32 H 3.51 -0.80 4.07  0.000
33 H 1.89 -0.94 4.79  0.000
34 H 2.63 0.65 4.52  0.000
35 H 0.17 0.47 3.70  0.001
36 H 0.07 0.25 1.96  0.000
37 H 1.68 2.43 3.34  0.000
38 H 0.13 2.58 2.52  0.004
39 H 1.11 -1.49 1.31  0.000
40 H 1.47 -2.35 2.81  0.001
41 H 3.09 -3.05 1.21  0.013
42 H 3.97 -1.92 2.27  -0.001
43 C -1.03 0.93 -5.49  0.000
44 C -0.44 1.15 -4.09  0.000
45 C -0.28 2.65 -3.85  0.000
46 C 0.94 0.49 -4.02  0.000
47 O -1.30 0.64 -3.09  0.000
48 Ge -2.01 -1.10 -3.06  0.000
49 O -2.80 -0.85 -1.37  0.000
50 C -4.18 -1.02 -1.15  0.000
51 C -5.03 -0.36 -2.24  0.000
52 C -4.51 -0.37 0.19  0.000
53 C -4.51 -2.52 -1.09  0.000
54 O -0.42 -1.76 -2.29  0.000
55 C -0.09 -3.10 -2.06  0.000
56 C -0.66 -3.56 -0.71  0.000
57 C 1.44 -3.19 -2.03  0.000
58 C -0.62 -4.02 -3.17  0.000
59 H -0.40 1.37 -6.26  0.000
60 H -2.03 1.38 -5.54  0.000
61 H -1.14 -0.14 -5.69  0.000
62 H 0.31 3.09 -4.65  0.000
63 H 0.24 2.86 -2.90  0.000
64 H -1.26 3.13 -3.81  0.000
65 H 1.61 0.92 -4.76  0.000
66 H 0.86 -0.59 -4.18  0.000
67 H 1.39 0.63 -3.04  0.000
68 H -4.73 0.69 -2.34  0.000
69 H -6.09 -0.40 -1.99  0.000
70 H -4.88 -0.85 -3.21  0.000
71 H -4.41 0.71 0.13  0.000
72 H -3.80 -0.73 0.93  0.000
73 H -5.53 -0.62 0.50  0.000
74 H -4.23 -3.00 -2.03  0.000
75 H -5.58 -2.69 -0.90  0.000
76 H -3.94 -2.99 -0.28  0.000
77 H -0.27 -2.92 0.08  0.000
78 H -0.39 -4.60 -0.50  0.000
79 H -1.74 -3.46 -0.72  0.000
80 H 1.84 -2.47 -1.32  0.000
81 H 1.85 -2.95 -3.02  0.000
82 H 1.77 -4.20 -1.75  0.000
83 H -1.71 -4.03 -3.18  0.000
84 H -0.27 -5.05 -3.02  0.000
85 H -0.27 -3.67 -4.14  0.000
86 F -1.38 4.23 -0.63  0.000
87 Te -2.98 3.57 0.11  0.000
88 F -3.76 5.00 -0.84  0.000
89 F -2.90 4.85 1.49  0.000
90 F -3.28 2.63 -1.49  0.000
91 F -4.76 3.21 0.61  0.000
92 O -2.24 2.24 1.02  0.000
93 N -4.42 -0.67 3.72  0.000
94 N -3.41 -1.47 3.21  0.000
95 N -3.58 -2.73 2.89  0.000
96 C -2.37 -3.02 2.40  0.000
97 N -1.54 -1.97 2.45  0.000
98 N -2.22 -0.98 2.96  0.000
99 H -5.19 -0.75 3.06  0.000
100 H -4.06 0.28 3.65  0.000
101 H -2.11 -3.98 1.99  0.000

Values from the calculation:
E_LUMO (alpha / beta) = 0.136 / 0.102 Eh
HOMO energy (alpha / beta) = -0.081 / -0.059 Ha
Relative energy (zero: lowest compared OMol25 entry of this formula, charge and spin) = 58.08 kJ/mol
Net charge = -2
Max |F| = 0.95 eV Å⁻¹
2S+1 = 2
Energy = -157113.454 eV

---

No. 4
Density functional theory data (wB97M-V/def2-TZVPD) for a molecular structure, C21H32AlBrCl5IInN3O7 at a distorted geometry.

Each line ends with the Mulliken charge.
Cartesian coordinates (Å):
1 C 1.77 -3.78 3.43  -0.846
2 C 1.26 -3.38 1.98  -0.119
3 O 1.15 -1.97 1.80  -0.318
4 C 0.09 -1.37 2.59  -0.369
5 C -1.40 -1.55 2.00  -0.704
6 In -2.67 -3.33 2.68  0.552
7 I -5.37 -2.39 2.50  -0.491
8 H 2.72 -3.20 3.64  0.274
9 H 0.99 -3.50 4.20  0.109
10 H 1.96 -4.89 3.49  0.319
11 H 0.30 -3.89 1.64  0.176
12 H 2.06 -3.74 1.25  0.242
13 H 0.30 -0.23 2.55  0.268
14 H 0.14 -1.63 3.70  0.271
15 H -1.43 -1.47 0.87  -0.064
16 H -1.98 -0.64 2.40  0.387
17 H -2.34 -3.81 4.38  -0.310
18 H -2.49 -4.78 1.60  -0.304
19 C -1.11 0.28 -1.38  -1.170
20 C 0.31 0.18 -0.85  0.048
21 O 1.27 0.42 -1.89  -0.402
22 C 1.44 1.69 -2.23  0.759
23 O 0.88 2.65 -1.74  -0.626
24 O 2.34 1.75 -3.23  -0.346
25 C 2.49 3.06 -3.71  -0.011
26 H -1.24 -0.38 -2.24  0.294
27 H -1.83 0.01 -0.61  0.384
28 H -1.34 1.29 -1.72  0.335
29 H 0.49 -0.83 -0.48  0.291
30 H 0.47 0.86 -0.01  0.261
31 H 2.71 3.74 -2.88  0.101
32 H 1.59 3.38 -4.24  -0.059
33 H 3.32 3.08 -4.42  0.396
34 C -6.94 1.38 0.04  0.638
35 O -7.00 2.45 -0.55  -0.690
36 N -6.26 0.31 -0.43  -0.314
37 N -7.57 1.16 1.23  -0.334
38 H -6.20 -0.58 0.04  0.112
39 H -5.78 0.43 -1.31  0.185
40 H -8.09 1.93 1.61  0.197
41 H -7.54 0.29 1.73  0.156
42 Al 2.05 5.24 -1.97  0.746
43 Br -1.06 -5.59 4.64  0.188
44 C 1.10 6.58 -7.53  -0.323
45 C 1.00 6.14 -8.78  -0.372
46 C 0.68 4.72 -9.07  0.299
47 O 0.60 4.31 -10.21  -0.516
48 C 0.48 3.82 -7.91  -0.484
49 C 0.58 4.26 -6.66  -0.315
50 C 0.90 5.68 -6.37  0.446
51 O 0.99 6.09 -5.23  -0.550
52 H 1.32 7.62 -7.30  0.589
53 H 1.14 6.78 -9.64  0.423
54 H 0.25 2.78 -8.14  0.441
55 H 0.44 3.61 -5.81  0.375
56 C 5.13 7.44 -4.67  0.319
57 Cl 4.13 7.19 -6.12  -0.031
58 Cl 6.68 8.17 -5.13  -0.072
59 Cl 4.28 8.53 -3.55  -0.098
60 Cl 5.43 5.89 -3.87  -0.102
61 N 0.78 -7.33 7.10  -0.421
62 C -0.02 -6.95 8.10  -0.171
63 C 0.40 -6.18 9.17  -0.440
64 C 1.72 -5.77 9.21  -0.148
65 C 2.57 -6.15 8.18  -0.407
66 C 2.06 -6.92 7.16  -0.203
67 H -1.05 -7.30 8.02  0.368
68 H -0.30 -5.90 9.95  0.355
69 H 2.09 -5.16 10.03  0.364
70 H 3.61 -5.85 8.18  0.348
71 H 2.69 -7.24 6.33  0.367
72 Cl -2.14 -7.53 4.45  -0.255

Values from the calculation:
E_LUMO = -0.115 Eh
HOMO energy = -0.243 Ha
Max |F| = 2.14 eV Å⁻¹
Energy = -193618.526 eV

---

No. 5
Density functional theory data (wB97M-V/def2-TZVPD) for a molecular structure, C4H6IrLiO7 at a distorted geometry.

Each line ends with the Löwdin spin population.
Cartesian coordinates (Å):
1 O -4.23 1.11 0.03  0.000
2 C -3.42 0.16 0.16  0.000
3 O -3.68 -1.02 -0.17  0.000
4 O -2.20 0.48 0.64  0.001
5 O 1.29 0.38 -0.18  0.196
6 C 0.05 0.98 0.10  0.037
7 C -1.06 -0.06 -0.01  0.004
8 Li -5.45 -0.28 -0.62  0.000
9 H -0.12 1.79 -0.63  0.024
10 H 0.09 1.39 1.11  0.001
11 H -0.76 -0.99 0.49  0.001
12 H -1.28 -0.28 -1.06  0.001
13 C 3.28 -0.75 0.38  0.040
14 O 3.66 -0.10 -0.65  0.295
15 O 3.14 -2.10 0.29  0.016
16 H 2.96 -2.33 -0.63  0.001
17 Ir 2.73 1.33 -1.61  3.346
18 O 3.17 -0.24 1.55  0.036
19 H 1.83 0.54 0.80  0.001

Values from the calculation:
E_LUMO (alpha / beta) = -0.025 / -0.066 Eh
HOMO energy (alpha / beta) = -0.291 / -0.358 Ha
Relative energy (zero: lowest compared OMol25 entry of this formula, charge and spin) = 0.00 kJ/mol
Max |F| = 4.52 eV Å⁻¹
2S+1 = 5
Energy = -21618.057 eV

---

No. 6
Density functional theory data (wB97M-V/def2-TZVPD) for a molecular structure, C16H29BeClMnN at a distorted geometry.

Each line ends with the Löwdin spin population.
Cartesian coordinates (Å):
1 Mn -2.27 1.17 -1.32  4.021
2 Cl -1.17 1.80 0.62  0.089
3 C -3.92 0.44 -0.50  0.039
4 C -2.01 2.93 -2.19  0.048
5 H -4.70 0.65 -1.25  0.020
6 H -3.76 -0.66 -0.38  0.020
7 H -4.12 0.93 0.47  0.008
8 H -2.88 3.01 -2.87  0.023
9 H -1.05 2.86 -2.74  0.020
10 H -1.99 3.73 -1.43  0.009
11 Be 0.21 -0.09 0.04  -0.007
12 C 1.91 0.31 -0.16  -0.005
13 C -0.81 -0.14 -1.57  -0.284
14 H 2.29 0.21 -1.19  0.000
15 H 2.25 1.30 0.18  -0.001
16 H 2.54 -0.39 0.42  0.000
17 H -0.45 0.20 -2.60  -0.002
18 H -1.42 -1.06 -1.82  0.002
19 C 2.37 -5.11 3.34  0.000
20 C 1.63 -4.36 2.26  0.000
21 C 1.37 -4.97 1.05  0.000
22 C 0.71 -4.26 0.05  0.000
23 C 0.44 -4.97 -1.24  0.000
24 C 0.31 -2.92 0.25  -0.005
25 C 0.57 -2.24 1.48  0.000
26 C 1.21 -3.03 2.50  0.000
27 N 0.25 -0.86 1.62  0.001
28 C 0.54 -0.21 2.94  0.000
29 C -0.27 -0.82 4.09  0.000
30 C 2.05 -0.14 3.21  0.000
31 C 0.15 1.26 3.01  0.005
32 H 1.84 -6.04 3.65  0.000
33 H 3.37 -5.44 3.00  0.000
34 H 2.52 -4.51 4.24  0.000
35 H 1.69 -6.02 0.88  0.000
36 H 1.37 -5.32 -1.73  0.000
37 H -0.18 -5.88 -1.09  0.000
38 H -0.08 -4.33 -1.97  0.000
39 H -0.18 -2.39 -0.57  -0.005
40 H 1.45 -2.62 3.47  0.000
41 H -0.11 -1.88 4.27  0.000
42 H -0.05 -0.28 5.02  0.000
43 H -1.34 -0.67 3.90  0.000
44 H 2.53 0.51 2.46  0.000
45 H 2.23 0.31 4.20  0.000
46 H 2.57 -1.10 3.19  0.000
47 H 0.65 1.87 2.25  0.002
48 H -0.92 1.43 2.96  0.002
49 H 0.47 1.70 3.97  0.000

Values from the calculation:
E_LUMO (alpha / beta) = 0.181 / 0.181 Eh
HOMO energy (alpha / beta) = 0.001 / -0.022 Ha
Net charge = -2
Max |F| = 2.64 eV Å⁻¹
2S+1 = 5
Energy = -62794.643 eV